{"formula": "C37H42ClHgN4O3Sb2", "method": "the ωB97M-V functional and the def2-TZVPD basis", "lumo_ev": [3.872, 3.872], "homo_ev": [1.10, -1.37], "spin_multiplicity": 2, "gap_ha": [0.1018, 0.1928], "charge": -2, "symbols": ["Hg", "O", "C", "C", "C", "C", "C", "C", "C", "O", "N", "N", "C", "C", "C", "C", "C", "C", "C", "O", "H", "H", "H", "H", "H", "H", "H", "H", "H", "H", "C", "Sb", "C", "C", "C", "C", "C", "C", "C", "C", "C", "Sb", "C", "C", "H", "H", "H", "H", "H", "H", "H", "H", "H", "H", "H", "H", "H", "H", "H", "H", "H", "H", "H", "H", "C", "C", "C", "C", "C", "C", "N", "H", "H", "H", "H", "H", "H", "H", "H", "Cl", "C", "C", "C", "C", "N", "C", "H", "H", "H", "H"], "xyz": [[-0.158502, 0.654708, -0.664014], [4.829046, 2.779242, -0.919016], [4.212427, 3.601664, -1.776524], [4.987947, 4.420388, -2.597973], [4.392471, 5.294355, -3.496179], [3.006445, 5.359834, -3.588728], [2.232169, 4.541941, -2.776804], [2.802645, 3.658144, -1.863025], [1.919157, 2.778935, -1.054913], [0.640730, 2.885167, -1.175192], [2.555863, 1.925694, -0.275991], [1.771491, 0.999137, 0.359098], [2.344891, 0.298548, 1.349653], [1.737878, -0.713796, 2.127789], [2.537571, -1.327022, 3.135391], [2.076506, -2.323141, 3.978891], [0.764514, -2.772872, 3.849835], [-0.051777, -2.205922, 2.860287], [0.373961, -1.207107, 1.975679], [-0.457604, -0.790318, 1.033195], [4.066492, 2.250972, -0.473349], [6.066838, 4.348732, -2.518334], [5.014488, 5.918548, -4.129071], [2.536515, 6.029812, -4.299588], [1.151258, 4.550857, -2.835404], [3.377679, 0.551646, 1.590088], [3.566875, -0.991656, 3.229512], [2.739270, -2.756607, 4.721103], [0.380810, -3.552755, 4.498922], [-1.073095, -2.551700, 2.737450], [-3.725625, -1.814707, 1.480104], [-2.577304, -2.161949, -0.325738], [-4.439078, -2.297607, -1.470798], [-2.650611, -4.326772, 0.092611], [-2.242440, -5.261506, -1.002022], [-3.230308, -5.666566, -1.904780], [-2.973246, -6.540735, -2.947819], [-1.692474, -7.048168, -3.101667], [-0.699068, -6.659340, -2.218990], [-0.932906, -5.763483, -1.169578], [0.223210, -5.348547, -0.328906], [1.161796, -3.543797, -1.174411], [2.884145, -3.798159, 0.094466], [2.078269, -4.698797, -2.777597], [-4.325835, -2.699619, 1.702389], [-4.397652, -0.965546, 1.337806], [-3.053301, -1.603427, 2.308939], [-5.194012, -2.884514, -0.940810], [-4.247738, -2.748340, -2.447219], [-4.820800, -1.286892, -1.632977], [-3.704560, -4.484290, 0.324082], [-2.071259, -4.455911, 1.007657], [-4.232506, -5.269773, -1.776811], [-3.764369, -6.820681, -3.633499], [-1.466909, -7.743809, -3.901287], [0.304098, -7.053882, -2.338356], [1.006654, -6.107147, -0.330310], [-0.027952, -5.098336, 0.701470], [3.314556, -4.785532, -0.084184], [2.581374, -3.699847, 1.135585], [3.619609, -3.023489, -0.122347], [2.501803, -5.621894, -2.375020], [2.875854, -4.108859, -3.232546], [1.340993, -4.934901, -3.545986], [2.280866, -0.061590, -3.052562], [0.879333, -0.118639, -3.583514], [0.475848, -0.346857, -4.886265], [-0.938336, -0.216311, -4.906115], [-1.319617, 0.085809, -3.612378], [-2.700022, 0.374887, -3.105397], [-0.216669, 0.120642, -2.805567], [2.865065, -0.919982, -3.398764], [2.297143, -0.052029, -1.961005], [2.796748, 0.843163, -3.384857], [1.129409, -0.563714, -5.720367], [-1.599930, -0.324228, -5.755615], [-3.423976, -0.342211, -3.498998], [-3.038919, 1.378191, -3.388687], [-2.734457, 0.314296, -2.016398], [-4.859463, 1.740678, 2.943888], [-3.920626, 2.234097, 1.562180], [-4.290903, 3.348014, 0.833820], [-3.495259, 3.710892, -0.238860], [-2.383292, 2.942102, -0.546423], [-2.065985, 1.856283, 0.153734], [-2.797092, 1.506717, 1.202141], [-5.170550, 3.914679, 1.107971], [-3.729237, 4.586886, -0.828224], [-1.703512, 3.190134, -1.355264], [-2.457033, 0.639983, 1.762084]], "atomic_forces_ev_per_a": [[0.50, -0.62, -0.77], [0.14, 0.06, -0.07], [0.02, 0.00, 0.09], [0.01, 0.07, -0.05], [-0.04, -0.04, 0.04], [0.04, 0.01, -0.02], [0.04, -0.02, 0.03], [0.01, 0.08, -0.14], [-0.49, 0.10, 0.22], [0.45, 0.19, -0.12], [0.14, -0.14, 0.15], [0.10, 0.33, 0.18], [-0.19, 0.01, -0.23], [0.04, 0.02, -0.17], [-0.05, -0.12, 0.11], [-0.04, 0.05, -0.15], [0.05, -0.06, 0.11], [0.03, 0.10, -0.21], [0.17, -0.13, 0.06], [-0.23, -0.27, 0.71], [-0.04, -0.06, 0.00], [-0.02, -0.01, 0.02], [0.00, 0.00, 0.00], [-0.01, 0.00, 0.01], [0.00, -0.01, 0.00], [0.02, 0.03, -0.02], [-0.01, 0.03, -0.01], [0.00, 0.02, 0.01], [-0.03, 0.01, -0.02], [-0.05, -0.05, 0.01], [0.05, 0.07, -0.06], [-0.26, -0.16, -0.23], [-0.03, -0.04, -0.02], [0.24, 0.00, 0.03], [0.00, 0.04, 0.01], [-0.01, -0.01, -0.05], [-0.02, 0.04, 0.01], [0.03, -0.03, 0.01], [-0.01, 0.00, 0.03], [-0.16, -0.06, -0.04], [-0.03, 0.30, -0.03], [0.16, -0.11, 0.06], [-0.04, 0.09, -0.06], [-0.09, 0.11, 0.01], [0.02, 0.01, 0.00], [0.03, -0.02, -0.01], [0.00, 0.01, 0.05], [0.01, 0.00, 0.01], [0.00, 0.02, 0.02], [-0.01, -0.04, 0.01], [0.00, -0.01, 0.08], [0.04, -0.07, -0.01], [0.03, -0.02, 0.01], [0.00, 0.00, 0.02], [0.01, 0.01, -0.01], [-0.01, 0.00, 0.00], [-0.01, -0.02, 0.03], [-0.08, -0.02, 0.00], [0.01, 0.01, 0.02], [-0.03, 0.06, 0.08], [0.00, -0.01, 0.01], [-0.02, 0.02, 0.01], [-0.03, 0.02, 0.02], [0.03, 0.01, 0.02], [-0.11, -0.07, 0.02], [0.09, -0.06, -0.03], [-0.10, 0.02, -0.01], [0.10, -0.01, 0.03], [-0.06, -0.16, -0.03], [0.09, 0.03, -0.07], [-0.29, 0.27, 0.15], [0.01, 0.00, 0.02], [0.00, -0.05, -0.03], [0.00, 0.02, 0.03], [-0.01, -0.01, 0.01], [0.01, 0.00, 0.01], [-0.02, 0.02, 0.00], [-0.01, 0.02, 0.02], [0.01, 0.00, 0.00], [0.03, 0.01, -0.04], [-0.05, -0.07, 0.13], [0.04, -0.03, -0.01], [0.03, 0.07, -0.06], [0.01, 0.08, -0.09], [-0.12, 0.24, 0.02], [0.01, -0.12, 0.17], [0.00, 0.00, 0.01], [0.01, -0.01, -0.02], [-0.02, 0.00, 0.03], [-0.01, 0.00, -0.08]], "lowdin_charge": [1.146, 0.005, -0.302, -0.050, -0.137, -0.133, -0.043, -0.088, -0.499, -0.174, -0.017, -0.162, -0.145, -0.196, -0.113, -0.182, -0.173, -0.085, -0.398, -0.415, 0.054, 0.099, 0.081, 0.079, 0.101, 0.095, 0.086, 0.072, 0.065, 0.070, -0.330, 1.382, -0.365, -0.332, -0.273, -0.071, -0.113, -0.114, -0.080, -0.296, -0.333, 1.351, -0.336, -0.355, -0.003, -0.019, -0.016, -0.011, -0.011, -0.020, 0.042, 0.045, 0.098, 0.089, 0.089, 0.098, 0.053, 0.047, -0.009, -0.010, -0.002, -0.010, -0.013, -0.012, -0.062, -0.409, -0.110, -0.111, -0.414, -0.093, -0.042, 0.060, 0.036, 0.072, 0.074, 0.072, 0.058, 0.065, -0.006, 0.648, -0.639, -0.103, -0.051, -0.122, 0.019, -0.148, 0.101, 0.103, 0.104, 0.097]}

{"formula": "C9H8N4", "method": "the ωB97M-V functional and the def2-TZVPD basis", "lumo_ev": -0.434, "homo_ev": -8.60, "gap_ha": 0.3001, "charge": 0, "smiles": "Nc1nccc(-c2ccncc2)n1", "symbols": ["C", "C", "C", "C", "C", "C", "C", "C", "C", "H", "H", "H", "H", "H", "H", "H", "H", "N", "N", "N", "N"], "xyz": [[0.543694, 2.020425, 1.482547], [-0.985749, 0.883143, 2.626133], [-0.866100, -0.200411, 1.727725], [-0.124459, 0.112618, 0.528817], [-0.222185, -0.699983, -0.674599], [0.480612, -0.390119, -1.851747], [0.751375, -1.191085, -2.903607], [-0.506940, -2.868934, -1.958900], [-0.605060, -2.070659, -0.828028], [1.308569, 3.691230, 2.371942], [1.828795, 3.505767, 0.683555], [-1.844900, 0.903795, 3.358182], [-1.469362, -1.056856, 1.725741], [0.964393, 0.643644, -2.091189], [1.287973, -0.799659, -3.843940], [-1.168494, -3.745905, -1.934621], [-1.173588, -2.681826, 0.000422], [1.249194, 3.108438, 1.560989], [-0.251701, 1.955213, 2.653404], [0.551732, 1.289424, 0.389688], [0.252200, -2.408258, -3.022512]], "atomic_forces_ev_per_a": [[-1.63, 0.31, 2.36], [-1.81, -1.16, 1.36], [1.71, 2.26, -2.40], [-1.53, 0.89, 1.91], [2.02, -3.26, -2.62], [1.47, 5.06, 0.52], [-0.20, -1.23, -2.56], [1.27, 2.55, -0.87], [-2.54, -1.02, 3.23], [-0.47, -0.24, 0.26], [-1.95, -1.72, 2.85], [1.12, -0.46, -0.50], [-0.77, -0.90, 0.31], [-1.15, -1.59, 1.35], [-0.62, -0.60, 1.80], [1.07, -0.02, -0.74], [1.07, 1.73, -1.18], [4.61, 4.04, -3.97], [0.60, -0.97, -2.45], [-0.66, -1.56, 0.55], [-1.61, -2.09, 0.79]], "lowdin_charge": [-0.479, -0.175, 0.002, -0.207, -0.135, -0.065, -0.200, -0.126, -0.047, 0.095, 0.184, 0.125, 0.071, 0.138, 0.134, 0.107, 0.134, 0.119, 0.110, 0.161, 0.055]}

{"formula": "C4H5N3O", "method": "the ωB97M-V functional and the def2-TZVPD basis", "lumo_ev": -0.844, "homo_ev": -9.21, "gap_ha": 0.3076, "charge": 0, "smiles": "N/N=C1/C=CC(=O)N1", "symbols": ["C", "C", "C", "C", "H", "H", "H", "H", "H", "N", "N", "N", "O"], "xyz": [[-0.388118, -0.501914, -0.173213], [0.295984, 1.572487, 0.811973], [-0.875407, 1.004277, 1.510091], [-1.320039, -0.265896, 1.170574], [0.699696, -1.880449, -2.987528], [1.768022, -1.186002, -1.556245], [1.049406, 0.454571, -1.119367], [-1.092407, 1.180758, 2.706796], [-2.295072, -0.639358, 1.620651], [0.813178, -1.301224, -1.960282], [-0.171767, -1.570671, -0.864438], [0.326240, 0.667197, -0.313838], [1.190283, 2.466225, 1.154826]], "atomic_forces_ev_per_a": [[-1.41, -0.73, 1.75], [4.02, 1.16, -0.13], [-1.43, -2.11, 5.66], [1.61, 2.99, -2.58], [0.45, 1.76, 4.75], [-0.93, -1.01, -0.90], [-1.60, 1.68, 2.11], [0.28, 0.72, -3.41], [1.90, -0.31, -0.86], [-0.52, -0.77, -1.61], [0.08, 0.72, -1.21], [2.50, 0.34, -1.54], [-4.97, -4.42, -2.01]], "lowdin_charge": [-0.350, -0.342, -0.065, 0.066, 0.177, 0.072, 0.165, 0.166, 0.121, -0.100, 0.009, 0.080, 0.001]}

{"formula": "C3H6N2O3", "method": "the ωB97M-V functional and the def2-TZVPD basis", "lumo_ev": 0.062, "homo_ev": -9.62, "gap_ha": 0.3556, "charge": 0, "smiles": "C/C(CON=O)=N/O", "symbols": ["C", "C", "C", "O", "O", "N", "N", "O", "H", "H", "H", "H", "H", "H"], "xyz": [[-0.526814, -0.527721, 1.028857], [-1.270827, -0.249446, -1.391375], [-0.407989, 0.223288, -0.269560], [0.769670, -0.842701, 1.462498], [1.120824, 1.717383, 0.516892], [1.899250, -0.789124, 0.455888], [0.429576, 1.150159, -0.550707], [2.957188, -0.657555, 0.945156], [1.611685, 2.447317, 0.115251], [-0.999094, 0.092721, 1.797081], [-1.096483, -1.456038, 0.896741], [-1.053470, 0.306175, -2.299234], [-2.319565, -0.103963, -1.131788], [-1.113950, -1.310495, -1.575701]], "atomic_forces_ev_per_a": [[0.49, 0.34, -0.66], [0.16, 0.07, -0.24], [0.34, 0.49, -0.55], [2.29, -0.28, 1.36], [-0.03, -0.41, 0.28], [1.14, 0.06, 0.42], [-1.20, 0.52, -0.32], [-2.90, -0.54, -0.18], [-0.18, -0.29, -0.09], [0.09, -0.09, 0.04], [-0.06, 0.26, -0.06], [-0.01, 0.03, -0.02], [-0.09, -0.04, 0.02], [-0.03, -0.13, -0.01]], "lowdin_charge": [-0.165, -0.041, -0.356, -0.125, -0.055, 0.017, 0.025, 0.093, 0.104, 0.132, 0.123, 0.079, 0.086, 0.083]}

{"formula": "C7H15BClO9PS", "method": "the ωB97M-V functional and the def2-TZVPD basis", "lumo_ev": -0.291, "homo_ev": -10.96, "gap_ha": 0.3920, "charge": 0, "symbols": ["C", "C", "C", "Cl", "C", "C", "P", "O", "O", "O", "O", "S", "O", "O", "O", "C", "B", "O", "O", "C", "H", "H", "H", "H", "H", "H", "H", "H", "H", "H", "H", "H", "H", "H", "H"], "xyz": [[-1.093477, -0.017486, -3.187033], [-1.018434, 0.580084, -1.780994], [-0.772156, -0.476370, -0.712759], [0.611889, -1.561499, -1.121633], [-0.543611, 0.086819, 0.694363], [-0.334923, -0.951990, 1.798608], [-1.505470, -2.343012, 1.892500], [-2.892405, -1.951636, 2.092896], [-1.340411, -3.251782, 0.589289], [-0.899393, -3.208294, 3.106068], [-1.812513, 0.759379, 0.990521], [-1.606526, 2.247753, 1.472653], [-2.586547, 3.087526, 0.896663], [-1.358384, 2.247709, 2.875808], [-0.230244, 2.463596, 0.700225], [0.506398, 1.239999, 0.862994], [1.919246, 1.274270, 0.087992], [3.062678, 1.438908, 0.817893], [1.997312, 1.195136, -1.255562], [3.200808, 0.738248, -1.873720], [-0.104527, -0.157806, -3.621616], [-1.697982, 0.610710, -3.839028], [-1.571682, -1.000768, -3.156916], [-0.257551, 1.354056, -1.736273], [-1.995814, 1.008939, -1.550453], [-1.642544, -1.131376, -0.661532], [-0.446826, -0.439334, 2.757255], [0.685373, -1.339341, 1.707291], [-0.516176, -3.748765, 0.533959], [0.058633, -3.315066, 3.055957], [0.774834, 1.183209, 1.927688], [2.914221, 1.532332, 1.763564], [3.860154, 1.579868, -2.083654], [3.719250, 0.018525, -1.240485], [2.916799, 0.247460, -2.802527]], "atomic_forces_ev_per_a": [[-0.08, -0.23, 0.14], [-0.11, -0.24, -0.19], [0.04, 0.10, 0.05], [0.12, 0.03, -0.01], [-0.47, 0.39, 0.20], [0.13, -0.19, -0.39], [-0.32, 0.06, 0.21], [0.07, -0.01, -0.01], [0.09, -0.04, 0.17], [0.11, 0.09, -0.24], [-0.02, -0.18, -0.20], [-0.03, 0.22, 0.12], [0.00, -0.07, 0.02], [0.00, 0.01, -0.10], [0.06, 0.01, -0.23], [0.27, -0.40, 0.47], [-0.07, 0.35, -0.27], [-0.08, -0.23, 0.09], [-0.06, -0.31, 0.14], [0.03, 0.15, -0.12], [-0.02, 0.06, -0.03], [0.14, 0.08, -0.05], [-0.03, 0.04, -0.03], [-0.10, 0.08, 0.00], [0.12, 0.15, 0.15], [0.08, -0.07, -0.01], [0.09, -0.03, 0.00], [0.00, 0.01, 0.12], [-0.01, 0.03, -0.14], [-0.05, -0.07, 0.16], [-0.05, 0.11, 0.00], [0.07, -0.01, -0.04], [0.01, -0.03, 0.00], [0.01, 0.06, 0.03], [0.01, 0.06, -0.01]], "lowdin_charge": [-0.102, -0.234, -0.544, 0.750, -0.446, -0.150, 0.417, -0.223, -0.142, -0.114, -0.151, 0.606, -0.192, -0.209, -0.137, -0.140, -0.620, 0.203, 0.009, -0.048, 0.063, 0.076, 0.077, 0.106, 0.128, 0.111, 0.119, 0.103, 0.074, 0.080, 0.133, 0.113, 0.100, 0.093, 0.091]}

{"formula": "C4H9O3", "method": "the ωB97M-V functional and the def2-TZVPD basis", "lumo_ev": 3.846, "homo_ev": -3.63, "gap_ha": 0.2746, "charge": -1, "symbols": ["C", "C", "C", "O", "O", "H", "H", "H", "H", "H", "C", "O", "H", "H", "H", "H"], "xyz": [[0.954823, -0.538496, -1.147547], [2.350764, -0.381854, -0.543680], [0.213482, 0.856240, -1.560429], [-0.733905, 1.187067, -0.808385], [0.605725, 1.316825, -2.637560], [0.905111, -1.240373, -1.989320], [0.239059, -0.949917, -0.428553], [2.383984, 0.597195, -0.075575], [3.229643, -0.445543, -1.216528], [2.483704, -1.106865, 0.312876], [-1.873665, -0.094183, 1.883076], [-2.398311, 1.118240, 1.389873], [-3.118755, 0.911201, 0.796417], [-0.890747, -0.297406, 1.405136], [-1.815315, 0.039566, 2.955018], [-2.535595, -0.971699, 1.665186]], "atomic_forces_ev_per_a": [[-1.17, 0.56, -0.08], [0.07, -0.48, 0.96], [0.01, -2.05, 0.17], [0.64, 0.11, -0.33], [0.26, 0.88, -0.47], [0.30, 0.31, -0.13], [0.42, -0.12, 0.31], [0.19, 0.26, 0.11], [-0.70, -0.10, 0.13], [0.14, 0.48, -0.93], [-0.03, -0.48, -0.77], [-0.65, 0.05, 0.44], [0.20, 0.15, -0.41], [-0.47, 0.18, 0.42], [0.38, -0.35, 0.39], [0.41, 0.60, 0.20]], "lowdin_charge": [-0.203, -0.144, -0.741, -0.085, -0.084, 0.081, 0.058, 0.056, 0.060, 0.061, -0.186, -0.139, 0.063, 0.063, 0.057, 0.081]}

It is found that the max |F| values, taken in the order of the records, are 1.106; 7.303; 6.949; 2.959; 0.680; 2.056 eV/A.